# 1
14 unconnected molecules or ions with the total composition C20H69ClN26O14Si in a non-equilibrium geometry, computed with the ωB97M-V functional and the def2-TZVPD basis.

The calculation puts the HOMO-LUMO gap at 9.13 eV. The calculation puts the HOMO energy at -9.0949 eV.

XYZ file:
```
131
Properties=species:S:1:pos:R:3:mulliken_charge:R:1
O -2.873 0.931 -3.094 -0.766
O 9.258 0.265 -5.032 -0.755
N -3.389 -11.047 -1.270 -0.345
H -3.007 -3.624 4.371 0.219
H 10.378 -1.216 -6.660 0.224
N -3.552 6.829 2.802 -0.218
H 5.373 -1.523 1.465 0.247
N 1.021 3.636 -7.722 -0.392
H -2.795 -5.515 -2.194 0.207
H -0.321 5.003 -1.051 0.182
H -1.146 10.405 3.770 0.163
H -3.471 -3.622 6.047 0.153
O 2.409 -3.085 4.593 -0.441
H -1.783 9.088 2.830 0.215
C -3.210 1.879 0.483 0.645
H -3.399 6.080 3.465 0.160
H -1.937 -5.623 -0.685 0.142
H -3.570 9.294 9.539 0.156
H 0.244 -2.259 -3.832 0.307
N -3.810 -7.950 3.425 -0.284
N 0.333 -5.805 -1.707 -0.390
N -0.055 9.209 1.034 -0.246
H -1.915 -6.686 6.722 0.240
H 2.111 -0.256 -3.200 0.060
N -4.272 8.926 2.350 -0.272
H -3.682 5.405 -0.151 0.187
C 1.455 2.795 -6.765 0.688
N -4.040 -9.925 2.343 -0.324
H 3.586 -3.781 1.713 0.256
N -3.233 6.191 -0.591 -0.381
N -1.091 9.807 2.956 -0.268
C -1.950 6.193 -0.994 0.637
O -1.426 7.159 -1.526 -0.678
H -4.436 -9.463 1.542 0.173
N 10.812 -1.202 -5.747 -0.400
H -2.538 1.520 -6.191 0.141
H -2.844 -5.381 7.397 0.156
H -3.082 1.077 -1.364 0.230
H 2.151 -5.111 5.503 0.255
Cl 0.450 -0.989 0.565 -0.406
H -3.073 7.664 9.882 0.234
H 1.201 -5.872 -2.221 0.199
H 2.498 0.788 -0.629 -0.162
O -0.804 -5.663 -3.647 -0.685
C 2.329 -2.451 3.243 -0.030
H -2.983 2.438 2.409 0.215
H -3.766 7.036 -0.747 0.190
H 0.779 -4.549 4.210 0.126
N -3.003 -4.072 5.278 -0.431
H 2.491 -5.066 3.612 0.200
H 3.229 2.477 -7.805 0.155
H -2.993 -11.737 -1.886 0.168
C 1.830 -1.165 -2.518 -0.188
H 5.749 1.482 -5.266 0.154
H -1.703 4.237 -0.325 0.148
C -0.798 -5.689 -2.426 0.766
C -4.092 7.966 3.275 0.434
H -0.046 -2.528 -1.956 0.174
H 4.310 1.668 -4.308 0.187
C 3.708 -2.798 2.365 -0.485
H 4.652 -1.218 -0.776 0.107
N -2.940 1.187 -5.331 -0.413
C -2.366 1.344 -4.125 0.604
H -0.755 2.341 -4.985 0.205
H -3.522 -7.430 4.243 0.125
C -2.360 -5.249 5.377 0.773
O 0.749 10.912 2.271 -0.676
N -2.387 -5.799 6.604 -0.416
Si 2.178 -0.659 -0.652 0.445
C 3.748 -1.644 -0.129 -0.380
O 0.797 2.531 -5.772 -0.700
H -3.114 -11.044 -0.296 0.205
H 3.884 -0.464 1.941 0.335
H -5.267 -9.478 -3.298 0.220
O 4.998 0.147 -2.490 -0.586
H -4.030 8.822 1.380 0.154
H -4.133 9.876 7.382 0.156
H 7.430 0.093 -4.523 0.195
H 1.396 -2.819 2.629 0.076
O -4.741 -9.285 -0.893 -0.650
N -1.290 5.043 -0.762 -0.299
H 11.685 -0.986 -3.419 0.171
H 1.549 3.866 -8.548 0.167
O -3.289 6.826 7.569 -0.663
H 4.522 -3.071 3.190 0.283
H -3.828 0.704 -5.360 0.222
H 3.607 -2.765 -0.441 0.335
H 3.037 1.633 -6.297 0.172
C 5.656 0.411 -3.483 0.560
H 0.109 4.052 -7.590 0.221
O -3.161 -9.866 4.417 -0.690
N 6.873 -0.113 -3.711 -0.244
H 2.312 -1.280 3.420 0.249
N -3.383 8.360 9.217 -0.386
C -0.079 10.032 2.098 0.503
N -2.592 1.859 1.678 -0.310
C 4.180 -1.485 1.444 -0.630
H -3.930 -10.931 2.326 0.194
H 11.628 -1.767 -5.586 0.166
N -4.603 -10.164 -2.963 -0.419
N 5.222 1.252 -4.440 -0.387
N -1.188 1.993 -4.147 -0.160
H 0.358 -5.828 -0.701 0.160
H -4.202 -7.453 2.643 0.154
N 10.868 -0.434 -3.619 -0.389
H -0.728 8.479 0.874 0.138
H -0.401 -0.803 -2.822 0.053
O -4.201 2.558 0.265 -0.706
C -3.640 -9.284 3.456 0.614
C 10.249 -0.414 -4.813 0.684
N -2.647 1.091 -0.450 -0.109
H -1.831 0.525 -0.289 0.063
C -4.274 -10.113 -1.660 0.661
H 10.476 0.146 -2.888 0.229
O -1.799 -5.776 4.430 -0.642
H -0.723 2.133 -3.259 0.151
N 2.673 2.271 -6.993 -0.384
C 1.930 -4.503 4.500 -0.414
N -1.922 -5.604 -1.691 -0.388
H -4.677 9.798 2.665 0.193
H 2.580 -2.042 -2.814 0.308
H -3.296 6.688 1.839 0.203
C 0.316 -1.750 -2.755 -0.715
O -4.395 8.115 4.449 -0.793
C -3.521 7.966 7.938 0.583
H -1.775 1.307 1.877 0.123
N -3.936 8.932 7.098 -0.323
H -4.053 8.677 6.125 0.369
H 0.691 9.345 0.364 0.180
H 7.237 -0.751 -3.015 0.163
H -4.230 -10.838 -3.610 0.155
```

=====

# 2
17 unconnected molecules or ions with the total composition C20H70F3O18 in a non-equilibrium geometry, computed with the ωB97M-V functional and the def2-TZVPD basis.

Its charge is -1. The calculation puts the HOMO-LUMO gap at 8.62 eV. The calculation puts the HOMO energy at -6.4821 eV. The relative energy (zero: lowest compared OMol25 entry of this formula, charge and spin) comes out at 60.5 kcal per mole.

XYZ file:
```
111
Properties=species:S:1:pos:R:3:mulliken_charge:R:1
O -4.108 0.515 1.607 -0.674
C 1.530 1.983 -4.035 -0.660
H 5.039 -0.880 1.423 0.314
H 2.258 2.756 -4.211 0.365
H -2.243 -3.125 -2.698 -0.079
H -1.046 -5.529 2.810 0.236
C 0.406 -3.222 -0.124 -0.188
H 0.735 3.006 2.151 0.268
H 3.630 0.618 3.913 0.260
H -1.075 1.503 -3.561 -0.120
H -2.216 0.146 -2.179 -1.165
O -0.445 -4.910 4.809 -0.544
H -4.112 4.170 0.672 0.384
H -2.783 -0.708 2.270 -0.498
H 4.223 -2.840 3.244 0.366
H 1.506 1.560 -0.538 0.173
H -0.379 -4.026 2.960 -0.040
H -3.844 0.079 3.503 0.360
H 0.238 -1.148 5.398 0.241
H 4.614 0.312 -1.792 0.423
H 1.308 1.808 -2.949 -0.002
C 3.682 -0.176 -1.552 -0.414
H -3.913 -0.026 0.808 0.424
H -3.353 3.216 1.846 0.145
H -0.642 3.358 -2.325 0.046
H 4.220 -2.757 1.443 0.235
H -2.429 1.003 -0.528 -0.597
H -2.505 -4.709 -0.604 -0.068
H 2.225 0.021 3.096 0.055
H 0.633 0.493 1.421 -0.637
H -2.075 -1.179 -0.126 -0.135
H 3.363 3.912 -1.210 0.209
H 0.368 -1.073 -1.924 -0.612
O -4.130 -3.701 -3.127 -0.615
C 3.994 3.038 -1.395 0.245
H 1.493 5.214 -3.014 0.288
H 1.154 -1.595 3.831 -0.008
H 0.875 4.344 -0.377 0.161
H -2.598 -3.141 -4.304 0.367
O 3.434 -0.642 -0.278 -0.489
H 0.001 1.740 3.017 -0.273
H 5.252 3.127 -2.813 0.347
H 3.608 -1.126 -2.095 0.225
O -2.905 -0.909 -0.609 -0.868
H 0.928 -1.940 1.514 -1.183
O -1.024 -1.902 1.293 1.159
C -2.810 -4.871 0.445 -0.203
H -3.604 -5.538 0.231 0.446
F -0.570 -3.074 -1.059 -0.311
C -3.337 3.417 0.717 -0.511
C -3.037 -2.870 -3.350 -0.097
C -2.764 0.292 -1.226 1.309
H -3.845 0.562 -1.406 0.543
H -2.099 -5.445 1.002 -0.070
C -1.825 2.340 -3.559 -0.529
H -1.311 -5.105 5.077 0.277
H -2.087 3.504 -0.849 0.502
O 4.974 -1.104 2.345 -0.580
H -0.908 -1.098 2.713 -0.216
H 3.935 2.320 -0.599 0.154
H 1.143 5.888 -1.000 0.555
O -0.361 3.448 3.943 -0.629
H 3.346 2.632 -2.202 -0.354
H -1.299 -0.934 -3.568 -0.166
O 3.212 1.198 1.754 -0.420
H -0.026 2.259 -0.175 -0.218
H -3.795 2.549 0.312 0.182
O -3.162 -3.708 1.258 -0.701
C -3.229 0.233 2.605 0.573
H -0.316 5.193 -1.347 0.427
H 0.734 -5.393 3.154 0.263
O 5.229 3.444 -1.945 -0.581
C -0.274 -5.062 3.375 -0.288
F 0.168 -4.321 0.666 -0.227
O 1.042 4.481 -2.546 -0.520
H -1.132 3.928 3.837 0.373
H 2.941 -1.948 2.374 0.121
H 2.877 0.467 -1.815 -0.218
H 0.028 -0.999 -4.665 0.518
H -1.041 2.885 2.109 -0.221
O -0.614 -0.609 3.508 -0.545
O -2.130 3.811 0.089 -0.476
C -0.308 -1.281 -3.690 -0.481
H 2.300 1.668 3.633 0.467
O -1.549 3.195 -2.430 -0.560
C 0.211 -1.960 0.696 1.263
H -1.746 2.818 -4.507 0.407
H 1.510 0.121 -3.946 0.591
H -2.422 -3.081 1.360 0.171
H -2.759 1.888 -3.498 0.430
C 0.096 0.304 0.536 1.975
H 2.569 -0.731 -0.100 -0.093
C -0.141 2.740 2.761 0.453
C 0.465 1.374 -0.486 0.196
C 2.864 0.909 3.147 -0.791
C 0.679 4.975 -1.247 -0.954
H -0.308 -2.359 -3.584 0.307
H 0.704 2.336 -4.557 0.482
C 4.046 -2.175 2.390 -0.442
F 1.701 -3.190 -0.651 -0.285
H 0.015 1.286 -1.470 -0.913
H 3.593 0.414 1.305 0.181
O 0.620 -0.718 -2.784 -0.736
O 2.023 0.799 -4.406 -0.674
H -3.365 -1.767 -3.404 0.166
C 0.146 -1.506 4.343 -0.329
H -0.966 0.419 0.831 -0.669
H -0.340 -2.486 4.423 0.144
O 0.475 -0.898 -0.062 2.859
H -2.667 1.150 2.684 -0.111
H -4.351 -3.672 -2.157 0.359
```